a:
19
Properties=species:S:1:pos:R:3 method="wB97M-V/def2-TZVPD" e_lumo_ev=0.5 multiplicity=1 total_charge=0 homo_energy_ha=-0.3287
C 3.37895 -0.93607 0.22838
C 1.28776 0.15474 0.02146
C 0.51877 -0.93513 -0.00031
C -1.44824 0.24918 -0.36781
C -2.94946 -0.00684 -0.35217
C -0.82935 1.33102 -0.15730
C 0.63215 1.51168 0.03017
H 3.17031 -1.51046 -0.66757
H 3.12983 -1.67008 0.88516
H 4.26641 -0.78366 0.28418
H 1.00368 -1.77486 -0.09130
H -3.62185 0.76259 -1.00157
H -3.06347 -1.16506 -0.91872
H -3.42377 0.65295 1.54219
H -1.28266 2.54957 -0.22378
O 2.55712 0.27264 0.15643
O -0.80769 -0.98500 -0.31153
O -3.65556 -0.26680 0.84035
O 1.13707 2.54959 0.10373


b:
19
Properties=species:S:1:pos:R:3 method="wB97M-V/def2-TZVPD" e_lumo_ev=0.6 multiplicity=1 total_charge=0 homo_energy_ha=-0.3072
C -2.79205 -0.11364 0.56672
C -0.40057 0.32299 -0.24036
C 0.08915 -0.99575 -0.37138
C 1.46862 -1.23741 -0.27951
C 2.31709 -0.11095 -0.10827
C 1.83681 1.16870 -0.00895
C 0.49533 1.41679 -0.24215
H -2.45476 -0.27167 1.61881
H -3.16714 -1.05732 0.10923
H -3.77320 0.48600 0.74657
H -1.67365 -1.64262 -0.39241
H 1.83404 -2.23756 -0.43351
H 3.86000 -1.10154 0.42504
H 2.46045 2.01084 0.11175
H -1.00729 2.44320 -0.52390
O -1.86587 0.49520 -0.38722
O -0.78203 -2.02402 -0.45807
O 3.65121 -0.18071 0.24364
O -0.09615 2.62947 -0.37604


Energies relative to the minimum, kcal/mol: a 105.6; b 0.0


a:
13
Properties=species:S:1:pos:R:3 method="wB97M-V/def2-TZVPD" e_lumo_ev=0.1 multiplicity=1 total_charge=0 homo_energy_ha=-0.3220
C 1.61491 -0.33075 0.12179
C -1.94947 -0.06553 -0.41633
H 0.20240 -0.13966 1.71538
H 1.89086 0.35534 2.07197
H 0.99030 -1.15294 -1.66795
H -0.27414 1.00300 -0.74859
H -1.81129 1.97950 -0.60654
N 1.23232 -0.12099 1.40690
N 0.63455 -0.87347 -0.73737
N -1.35416 1.08764 -0.74500
S 3.21004 -0.06516 -0.36164
S -0.89561 -1.51923 -0.18441
S -3.49072 -0.15775 0.15179


b:
13
Properties=species:S:1:pos:R:3 method="wB97M-V/def2-TZVPD" e_lumo_ev="-0.3 / -0.3" multiplicity=1 total_charge=0 homo_energy_ha="-0.2738 / -0.2738"
C -0.47038 1.30147 -0.64747
C 1.04982 1.17136 -0.43897
N -0.99761 0.25931 0.23422
N 1.10635 -0.32133 0.00957
N -0.14698 -0.58811 0.34059
S 2.17637 -1.60777 -0.25027
S -0.10504 -2.37019 0.68146
S -1.46852 -1.92787 1.97882
H -0.76530 2.37564 -0.44081
H -0.86562 1.09337 -1.66819
H 1.63007 1.25453 -1.35711
H 1.43871 1.83575 0.26803
H -2.58186 -2.47617 1.29016


Energies relative to the minimum, kcal/mol: a 0.0; b 119.7


a:
9
Properties=species:S:1:pos:R:3 method="wB97M-V/def2-TZVPD" e_lumo_ev="-2.5 / -3.2" multiplicity=1 total_charge=0 homo_energy_ha="-0.3740 / -0.3459"
C 1.10273 -1.11871 -0.22026
C 0.24649 -0.18657 0.00143
C -0.75750 0.82196 -0.17629
F -2.03174 0.41696 -0.16265
Br -0.05446 0.04204 2.97261
Br -0.71984 1.62357 -2.20412
H 1.42570 -1.77279 0.58431
H 1.20953 -1.40153 -1.34241
H -0.42091 1.57507 0.54739


b:
9
Properties=species:S:1:pos:R:3 method="wB97M-V/def2-TZVPD" e_lumo_ev="-0.5 / -0.4" multiplicity=1 total_charge=0 homo_energy_ha="-0.3356 / -0.3226"
C -0.91014 0.43262 -0.11274
C 0.78325 0.51062 -0.22545
C 1.49011 -0.81746 -0.53953
F 0.82389 -1.89041 -0.13862
Br 1.81289 1.99182 -0.19869
Br 3.23430 -0.74634 0.46600
H -1.45759 1.23600 0.41115
H -1.48650 -0.53059 -0.12392
H 1.87956 -0.79855 -1.62287


Energies relative to the minimum, kcal/mol: a 9.9; b 0.0


a:
22
Properties=species:S:1:pos:R:3 method="wB97M-V/def2-TZVPD" e_lumo_ev=-3.0 multiplicity=1 total_charge=+1 homo_energy_ha=-0.5340
C 0.15950 -1.23992 1.40204
O 0.77966 -0.69675 2.53993
C -0.19702 -0.12729 0.43627
C 0.41466 -0.22178 -0.96064
C 1.94357 -0.32692 -0.95254
O 0.16126 1.03781 -1.56476
N 0.15610 1.25466 1.05173
H 0.69796 -2.06485 0.92917
H -0.79100 -1.72490 1.66647
H 1.12563 -1.39412 3.09836
H -1.27187 -0.03120 0.28200
H -0.07402 -1.09002 -1.40778
H 2.33242 -1.11546 -0.31224
H 2.35079 0.63011 -0.62399
H 2.28188 -0.49225 -1.97290
H -0.62398 1.13168 -2.11304
H -0.57271 1.35945 1.75812
H 0.13692 1.82951 0.19419
H 0.98198 1.14394 1.64464
H -3.58433 -0.38655 -1.52394
H -3.04918 0.56579 -2.64454
O -2.83722 0.14638 -1.80504


b:
22
Properties=species:S:1:pos:R:3 method="wB97M-V/def2-TZVPD" e_lumo_ev=-3.0 multiplicity=1 total_charge=+1 homo_energy_ha=-0.4898
C 0.47749 2.22914 0.51970
O -0.68800 2.63400 1.22149
C 0.01605 0.97670 -0.48721
C 1.02158 -0.14978 -0.41462
C 0.58441 -1.54432 -0.95564
O -0.07837 -1.40604 -2.11972
N -1.35159 0.45123 0.13532
H 1.20760 1.96875 1.25616
H 0.98824 2.98739 0.03962
H -0.85046 3.48356 0.94300
H -0.07755 1.31835 -1.56125
H 1.35015 -0.27714 0.69140
H 1.95319 0.20710 -0.91122
H 0.13896 -2.10482 -0.13853
H 1.66957 -2.00064 -1.30034
H -0.24497 -2.03692 -2.81328
H -1.22184 -0.34082 0.69224
H -1.69363 1.22001 0.76582
H -1.93577 0.29699 -0.70066
H 0.17266 -2.64260 2.34420
H -1.05121 -3.00960 1.30291
O -0.38650 -2.26053 1.49061


Energies relative to the minimum, kcal/mol: a 0.0; b 44.2